# C17H31BCl18NO7PS2

A cluster of 7 separate species, C17H31BCl18NO7PS2 in total (ωB97M-V with the def2-TZVPD basis set, the OMol25 dataset).

Computed properties:
Frontier orbital gap (eV): 8.99
LUMO level (eV): 0.22
SMILES: COCCCCCCC[C@@]1(B(C)O)OS(=O)(=O)O[C@]1(S)P(N)O.ClC(Cl)Cl.ClC(Cl)Cl.ClC(Cl)Cl.ClC(Cl)Cl.ClC(Cl)Cl.ClC(Cl)Cl

Geometry as ORCA input:
```
! RIJCOSX wB97M-V def2-TZVPD def2/J DEFGRID3
* xyz 0 1
C 0.081 5.254 -3.066
O -0.354 4.425 -2.009
C 0.568 4.328 -0.938
C -0.067 3.647 0.286
C -1.426 3.004 0.032
C -1.309 1.774 -0.876
C -1.034 0.483 -0.082
C 0.256 -0.215 -0.510
C 0.354 -1.646 0.022
C 1.794 -2.190 -0.081
B 2.558 -1.432 -1.278
C 3.526 -0.228 -0.996
O 2.263 -1.856 -2.526
O 2.465 -1.914 1.216
S 2.244 -3.074 2.252
O 3.479 -3.342 2.887
O 1.109 -2.872 3.086
O 1.917 -4.211 1.216
C 1.975 -3.723 -0.176
S 0.885 -4.670 -1.215
P 3.720 -4.219 -0.874
N 4.813 -3.516 0.221
O 3.682 -5.729 -0.285
H 1.119 5.565 -2.936
H -0.004 4.712 -4.007
H -0.542 6.150 -3.115
H 0.885 5.340 -0.662
H 1.470 3.795 -1.262
H 0.633 2.902 0.669
H -0.190 4.402 1.063
H -1.841 2.706 0.997
H -2.095 3.726 -0.424
H -2.195 1.661 -1.501
H -0.485 1.949 -1.570
H -0.953 0.727 0.972
H -1.857 -0.220 -0.228
H 0.272 -0.227 -1.603
H 1.092 0.389 -0.149
H 0.045 -1.667 1.065
H -0.323 -2.272 -0.551
H 3.594 0.037 0.056
H 3.124 0.638 -1.529
H 4.526 -0.406 -1.401
H 2.947 -1.640 -3.169
H -0.283 -4.113 -0.885
H 4.669 -3.804 1.187
H 4.816 -2.503 0.179
H 4.566 -6.034 -0.032
C -5.356 2.898 0.972
Cl -4.839 1.218 1.131
Cl -4.881 3.838 2.386
Cl -4.702 3.609 -0.502
H -6.436 2.912 0.903
C 2.642 3.272 3.599
Cl 3.307 2.640 2.087
Cl 2.888 5.015 3.708
Cl 0.939 2.860 3.754
H 3.177 2.806 4.415
C -0.930 -1.250 4.911
Cl -0.167 -0.262 6.159
Cl -1.843 -2.573 5.633
Cl -1.983 -0.257 3.896
H -0.147 -1.681 4.294
C -8.944 1.083 -0.261
Cl -7.924 1.563 -1.614
Cl -8.369 -0.413 0.467
Cl -9.043 2.372 0.947
H -9.945 0.912 -0.636
C -5.968 1.580 -5.281
Cl -5.397 2.198 -3.731
Cl -5.561 -0.125 -5.466
Cl -7.704 1.838 -5.460
H -5.467 2.131 -6.065
C 7.227 -7.783 0.379
Cl 7.328 -6.178 -0.346
Cl 8.196 -7.877 1.845
Cl 5.540 -8.194 0.708
H 7.614 -8.503 -0.329
*
```

---

# C17H31Cl3O2P2Ti

A structure of composition C17H31Cl3O2P2Ti (ωB97M-V with the def2-TZVPD basis set, the OMol25 dataset).

Computed properties:
Frontier orbital gap (alpha / beta) (eV): 7.94 / 6.96
LUMO level (alpha / beta) (eV): 0.26 / -1.24
Energy relative to the best compared isomer or geometry (same formula, charge and spin) (kcal/mol): 0.0

Geometry as ORCA input:
```
! RIJCOSX wB97M-V def2-TZVPD def2/J DEFGRID3
* xyz 0 3
P -0.266 -1.378 -5.647
P 0.175 1.777 -5.662
C -0.369 -0.462 -7.286
C 0.339 0.887 -7.296
H -1.441 -0.352 -7.499
H 0.046 -1.156 -8.021
H 1.409 0.784 -7.527
H -0.095 1.556 -8.050
C -1.453 2.517 -6.041
H -1.688 3.250 -5.263
H -2.249 1.765 -6.065
H -1.373 3.011 -7.015
C 1.185 3.254 -6.007
H 0.808 3.788 -6.887
H 2.234 2.980 -6.162
H 1.128 3.909 -5.131
C -1.049 -2.935 -6.186
H -0.910 -3.685 -5.406
H -0.575 -3.282 -7.115
H -2.118 -2.783 -6.351
C 1.453 -1.965 -5.939
H 2.196 -1.161 -5.905
H 1.458 -2.424 -6.927
H 1.716 -2.707 -5.180
Ti -1.663 -0.314 -0.163
C 0.504 1.704 -1.961
C -0.824 1.341 -2.055
C -1.402 0.585 -3.220
C -1.699 -0.888 -3.028
C -0.481 -1.722 -2.641
C 0.835 -1.448 -2.683
C 1.522 -0.265 -3.308
C 1.704 1.010 -2.475
C -0.276 -1.642 0.516
H 0.713 2.550 -1.284
H -1.534 2.078 -1.655
H -0.705 0.691 -4.073
H -2.323 1.117 -3.544
H -2.564 -1.026 -2.325
H -2.098 -1.277 -3.996
H -0.779 -2.655 -2.114
H 1.520 -2.176 -2.206
H 1.082 -0.001 -4.288
H 2.550 -0.598 -3.553
H 2.337 0.796 -1.593
H 2.309 1.712 -3.093
H 0.725 -1.185 0.456
H -0.217 -2.591 -0.030
H -0.484 -1.861 1.575
Cl -0.433 3.323 3.930
C -0.874 2.060 2.962
Cl -1.356 0.597 3.646
Cl -3.751 -1.097 -0.116
C -0.529 2.094 1.566
O 0.136 3.003 1.077
O -1.098 1.064 0.867
*
```

---

# C17H31ClN6O

An isolated molecule of C17H31ClN6O (ωB97M-V with the def2-TZVPD basis set, the OMol25 dataset).

Computed properties:
Frontier orbital gap (eV): 9.22
LUMO level (eV): 0.82
SMILES: CCCCCCCCNc1nc(Cl)nc(NCCN2CCOCC2)n1
Energy relative to the best compared isomer or geometry (same formula, charge and spin) (kcal/mol): 2.7

Geometry as ORCA input:
```
! RIJCOSX wB97M-V def2-TZVPD def2/J DEFGRID3
* xyz 0 1
C -9.161 -0.694 -0.364
C -7.797 -0.679 0.316
C -6.795 0.177 -0.456
C -5.436 0.307 0.233
C -4.637 -0.995 0.230
C -3.283 -0.874 0.931
C -2.304 0.043 0.197
H -2.645 1.076 0.261
C -0.895 -0.026 0.778
N -0.249 -1.267 0.419
C 1.069 -1.435 0.340
N 1.875 -0.438 0.708
C 3.175 -0.664 0.526
N 4.056 0.295 0.828
H 5.020 0.075 0.632
C 3.735 1.532 1.490
H 4.443 1.676 2.311
C 3.794 2.778 0.568
N 2.602 3.124 -0.167
C 1.462 3.464 0.665
C 0.356 4.031 -0.226
H -0.540 4.247 0.359
O -0.029 3.103 -1.213
C 1.078 2.765 -2.019
C 2.207 2.161 -1.182
H 3.065 1.949 -1.822
H 1.848 1.223 -0.735
H 0.714 2.045 -2.753
H 1.447 3.663 -2.537
H 0.714 4.955 -0.703
H 1.769 4.217 1.394
H 1.060 2.588 1.201
H 4.601 2.641 -0.157
H 4.041 3.644 1.190
H 2.732 1.422 1.904
N 3.692 -1.804 0.030
C 2.795 -2.720 -0.246
N 1.494 -2.626 -0.128
Cl 3.394 -4.206 -0.838
H -0.813 -2.051 0.132
H -0.289 0.794 0.385
H -0.934 0.070 1.871
H -2.263 -0.227 -0.860
H -3.435 -0.499 1.946
H -2.850 -1.874 1.014
H -4.481 -1.318 -0.802
H -5.215 -1.771 0.736
H -4.862 1.079 -0.283
H -5.585 0.636 1.264
H -7.219 1.177 -0.580
H -6.654 -0.245 -1.454
H -7.901 -0.284 1.329
H -7.428 -1.703 0.394
H -9.862 -1.309 0.196
H -9.566 0.313 -0.431
H -9.079 -1.098 -1.371
*
```

---

# C17H31F3HfO2P2

A structure of composition C17H31F3HfO2P2 (ωB97M-V with the def2-TZVPD basis set, the OMol25 dataset).

Computed properties:
Frontier orbital gap (eV): 6.88
LUMO level (eV): -6.51
Energy relative to the best compared isomer or geometry (same formula, charge and spin) (kcal/mol): 11.0

Geometry as ORCA input:
```
! RIJCOSX wB97M-V def2-TZVPD def2/J DEFGRID3
* xyz 2 1
P -1.438 -0.473 -2.368
P 1.792 -1.912 -0.348
C 0.014 -1.601 -2.730
C 0.616 -2.502 -1.610
H 0.790 -1.024 -3.252
H -0.407 -2.294 -3.477
H -0.157 -3.111 -1.106
H 1.281 -3.227 -2.114
C 3.147 -1.060 -1.164
H 3.668 -0.409 -0.453
H 2.809 -0.460 -2.026
H 3.837 -1.827 -1.532
C 2.324 -3.445 0.449
H 3.018 -3.977 -0.218
H 1.457 -4.106 0.612
H 2.829 -3.228 1.401
C -1.884 0.259 -3.952
H -2.678 1.002 -3.792
H -2.261 -0.518 -4.625
H -1.026 0.755 -4.417
C -2.665 -1.869 -2.260
H -2.318 -2.728 -1.655
H -2.840 -2.224 -3.288
H -3.616 -1.522 -1.835
Hf -0.228 1.646 1.837
C 1.258 -0.834 0.947
C 1.462 0.655 0.561
C 0.880 1.103 -0.749
C -0.313 2.131 -0.730
C -1.643 1.357 -0.971
C -1.985 0.440 0.101
C -1.295 -0.878 0.412
C -0.192 -1.002 1.496
C -2.153 2.069 2.616
H 1.946 -1.043 1.791
H 2.504 0.951 0.705
H 0.563 0.196 -1.324
H 1.689 1.496 -1.397
H -0.283 2.882 0.190
H -0.126 2.782 -1.612
H -2.468 1.906 -1.440
H -3.062 0.308 0.262
H -0.868 -1.328 -0.508
H -2.111 -1.578 0.712
H -0.384 -0.351 2.409
H -0.312 -2.009 1.940
H -2.175 1.587 3.606
H -2.972 1.623 2.046
H -2.454 3.118 2.792
F 0.513 4.749 5.135
C 1.443 3.818 4.798
F 2.597 4.440 4.483
F 1.646 2.993 5.844
C 0.948 2.994 3.589
O 0.547 3.553 2.508
O 0.738 1.728 3.711
*
```

---

# C17H31N3O2

An isolated molecule of C17H31N3O2 (ωB97M-V with the def2-TZVPD basis set, the OMol25 dataset).

Computed properties:
Frontier orbital gap (eV): 9.41
LUMO level (eV): 0.67
SMILES: CCC(C)(C)NC(=O)[C@@H]1CCCN1C(=O)NC1CCCCC1
Energy relative to the best compared isomer or geometry (same formula, charge and spin) (kcal/mol): 0.0

Geometry as ORCA input:
```
! RIJCOSX wB97M-V def2-TZVPD def2/J DEFGRID3
* xyz 0 1
C -1.589 -1.444 -1.798
H -2.430 -1.292 -2.468
H -0.808 -1.972 -2.343
H -1.205 -0.469 -1.507
C -2.000 -2.248 -0.570
H -1.114 -2.423 0.047
H -2.386 -3.220 -0.884
C -3.063 -1.562 0.315
N -2.538 -0.277 0.764
C -2.676 0.939 0.221
O -3.449 1.276 -0.654
C -1.689 1.949 0.867
N -0.334 1.661 0.401
C 0.437 0.723 1.010
O -0.011 -0.011 1.887
N 1.731 0.654 0.599
H 2.024 1.188 -0.200
C 2.592 -0.438 1.002
C 3.981 0.081 1.385
C 4.764 0.568 0.168
C 4.870 -0.535 -0.880
C 3.483 -1.007 -1.303
C 2.696 -1.507 -0.095
H 3.195 -2.383 0.323
H 1.690 -1.806 -0.397
H 3.571 -1.810 -2.037
H 2.947 -0.184 -1.785
H 5.422 -0.172 -1.750
H 5.424 -1.378 -0.461
H 5.763 0.879 0.482
H 4.274 1.441 -0.268
H 4.531 -0.732 1.863
H 3.874 0.888 2.111
H 2.108 -0.874 1.883
C 0.109 2.619 -0.593
C -1.148 3.425 -0.917
H -0.915 4.440 -1.234
C -1.945 3.372 0.383
H -3.006 3.540 0.216
H -1.567 4.096 1.105
H -1.720 2.929 -1.701
H 0.502 2.113 -1.483
H 0.893 3.267 -0.178
H -1.733 1.845 1.956
H -1.758 -0.371 1.416
C -3.266 -2.407 1.579
H -4.000 -1.938 2.229
H -2.331 -2.501 2.126
H -3.619 -3.401 1.316
C -4.397 -1.411 -0.410
H -5.129 -0.959 0.256
H -4.758 -2.389 -0.717
H -4.301 -0.772 -1.280
*
```

---

# C17H31NO3

An isolated molecule of C17H31NO3 (ωB97M-V with the def2-TZVPD basis set, the OMol25 dataset).

Computed properties:
Frontier orbital gap (eV): 10.28
LUMO level (eV): 0.73
SMILES: CCCCC[C@@H](C(=O)O)[C@@H](C)CC(=O)NC1CCCCC1
Energy relative to the best compared isomer or geometry (same formula, charge and spin) (kcal/mol): 3.9

Geometry as ORCA input:
```
! RIJCOSX wB97M-V def2-TZVPD def2/J DEFGRID3
* xyz 0 1
C -6.007 -1.470 -1.072
C -5.188 -2.317 -0.105
C -3.848 -1.677 0.259
C -4.004 -0.414 1.103
C -2.670 0.136 1.612
H -2.868 1.001 2.250
C -1.708 0.572 0.493
C -2.458 1.509 -0.430
O -2.718 2.661 -0.192
O -2.829 0.917 -1.568
H -3.320 1.534 -2.134
H -1.387 -0.294 -0.087
C -0.476 1.315 1.041
C 0.247 0.529 2.133
H 1.178 1.027 2.396
H -0.358 0.460 3.032
H 0.478 -0.477 1.788
C 0.500 1.636 -0.109
C 1.174 0.378 -0.633
O 0.591 -0.466 -1.284
N 2.478 0.269 -0.300
H 2.915 0.990 0.248
C 3.298 -0.866 -0.667
C 3.799 -1.608 0.577
C 4.833 -0.793 1.350
C 6.001 -0.413 0.446
C 5.507 0.375 -0.764
C 4.476 -0.434 -1.547
H 4.953 -1.330 -1.948
H 4.099 0.151 -2.388
H 5.069 1.320 -0.432
H 6.348 0.619 -1.416
H 6.501 -1.321 0.104
H 6.728 0.180 1.005
H 4.371 0.112 1.753
H 5.195 -1.377 2.199
H 4.251 -2.549 0.258
H 2.950 -1.845 1.221
H 2.636 -1.522 -1.242
H 1.248 2.350 0.242
H -0.052 2.095 -0.930
H -0.824 2.268 1.456
H -2.184 -0.633 2.214
H -4.630 -0.643 1.971
H -4.517 0.358 0.527
H -3.254 -2.402 0.823
H -3.309 -1.443 -0.659
H -4.994 -3.288 -0.568
H -5.767 -2.495 0.804
H -6.310 -0.533 -0.611
H -6.906 -2.002 -1.375
H -5.423 -1.244 -1.962
*
```

---

# C17H32BFGaNO4

A structure of composition C17H32BFGaNO4 (ωB97M-V with the def2-TZVPD basis set, the OMol25 dataset).

Computed properties:
Frontier orbital gap (eV): 2.02
LUMO level (eV): -5.19

Geometry as ORCA input:
```
! RIJCOSX wB97M-V def2-TZVPD def2/J DEFGRID3
* xyz 0 1
C -2.364 -1.268 -2.246
C -1.104 -1.678 -2.171
Ga 0.880 -2.366 -2.136
C 1.922 -1.000 -3.337
C 3.491 -0.992 -3.066
O 4.077 -0.088 -2.373
B 0.812 -4.284 -2.965
O 0.377 -4.450 -4.361
O 1.186 -5.513 -2.274
C 0.025 -5.958 -1.493
C 1.453 -2.307 -0.156
F 1.757 -0.908 0.168
C 2.601 -3.349 0.261
C 3.825 -3.469 -0.773
H -3.304 -0.801 -2.726
H 1.521 0.042 -3.033
H 1.618 -1.210 -4.422
H 4.155 -1.839 -3.502
H -0.466 -4.955 -4.401
H 0.208 -5.560 -0.413
H -0.022 -7.115 -1.405
H -0.967 -5.492 -1.834
H 0.509 -2.594 0.465
H 2.185 -4.401 0.521
H 3.055 -2.953 1.258
H 4.459 -4.389 -0.444
H 4.554 -2.579 -0.758
H 3.527 -3.670 -1.860
C -0.808 4.566 2.973
C -1.981 4.040 2.100
C -2.760 2.941 2.867
C -2.023 1.607 2.940
C -1.591 1.145 1.554
C -0.781 2.215 0.783
N -1.449 3.554 0.788
O -2.468 3.500 -0.069
C 0.638 2.328 1.394
C -0.516 1.691 -0.650
C -2.918 5.270 1.948
H -1.106 5.426 3.578
H -0.438 3.820 3.679
H 0.030 4.907 2.358
H -3.731 2.770 2.385
H -2.983 3.283 3.883
H -1.160 1.683 3.608
H -2.684 0.856 3.386
H -1.003 0.227 1.649
H -2.487 0.873 0.983
H 1.203 3.141 0.928
H 1.207 1.408 1.233
H 0.640 2.487 2.472
H -1.436 1.437 -1.184
H 0.085 0.776 -0.624
H 0.034 2.426 -1.245
H -2.420 6.080 1.406
H -3.210 5.657 2.928
H -3.849 5.031 1.428
*
```

---

# C17H32Cl16O7PSn2

A structure of composition C17H32Cl16O7PSn2 (ωB97M-V with the def2-TZVPD basis set, the OMol25 dataset).

Computed properties:
Frontier orbital gap (eV): 4.62
LUMO level (eV): 0.63
Energy relative to the best compared isomer or geometry (same formula, charge and spin) (kcal/mol): 37.2

Geometry as ORCA input:
```
! RIJCOSX wB97M-V def2-TZVPD def2/J DEFGRID3
* xyz -1 1
Sn 8.286 -22.529 22.911
Sn 6.314 -20.175 19.436
P 4.935 -22.224 21.904
O 4.390 -22.419 20.454
O 5.804 -20.994 22.319
O 5.786 -23.459 21.841
O 3.724 -22.802 22.604
C 9.615 -20.567 20.516
O 10.311 -20.715 21.532
O 8.890 -21.534 20.170
O 9.139 -19.421 20.166
Cl 7.825 -19.573 24.855
C 7.169 -18.265 23.767
C 8.415 -17.424 23.440
Cl 7.913 -15.839 22.913
H 6.424 -17.695 24.323
H 6.608 -18.697 22.939
H 8.858 -17.860 22.544
H 8.980 -17.284 24.362
Cl 10.977 -21.683 25.281
C 12.290 -20.542 25.390
C 11.998 -19.208 24.552
Cl 13.404 -18.148 24.528
H 13.217 -21.013 25.063
H 12.415 -20.392 26.463
H 11.063 -18.765 24.894
H 11.743 -19.404 23.510
Cl 6.572 -20.298 15.958
C 6.570 -18.833 14.880
C 7.560 -17.830 15.465
Cl 7.169 -17.444 17.160
H 5.538 -18.484 14.857
H 6.826 -19.126 13.862
H 7.600 -16.924 14.859
H 8.577 -18.221 15.437
Cl 13.000 -16.194 20.906
C 11.764 -17.404 20.434
C 11.176 -17.186 19.002
Cl 10.187 -15.738 18.998
H 10.986 -17.432 21.198
H 12.174 -18.400 20.600
H 10.596 -18.070 18.737
H 11.970 -17.249 18.259
Cl 6.769 -23.506 17.747
C 7.889 -24.258 18.865
C 8.422 -25.653 18.465
Cl 7.221 -26.946 18.524
H 7.399 -24.206 19.837
H 8.789 -23.648 18.938
H 9.250 -25.950 19.108
H 8.862 -25.571 17.471
Cl 11.120 -20.411 15.968
C 9.990 -21.790 15.972
C 10.625 -23.065 15.313
Cl 9.375 -24.202 14.850
H 9.033 -21.410 15.617
H 9.710 -22.044 16.995
H 11.362 -23.524 15.972
H 11.163 -22.830 14.394
Cl 4.275 -13.188 19.279
C 5.349 -14.257 18.326
C 6.427 -14.943 19.287
Cl 5.659 -16.495 20.018
H 5.685 -13.741 17.426
H 4.760 -15.064 17.891
H 6.782 -14.318 20.108
H 7.335 -15.129 18.714
Cl 14.031 -24.260 21.941
C 12.978 -22.979 21.270
C 12.016 -23.596 20.295
Cl 11.193 -25.044 21.028
H 13.494 -22.183 20.733
H 12.493 -22.450 22.091
H 12.506 -23.917 19.376
H 11.255 -22.887 19.969
*
```

---

Energy list, top to bottom, in eV: -290994.682 -101485.004 -41644.015 -50244.893 -26700.013 -25766.827 -83588.320 -253791.076